Entry 1:
16
Properties=species:S:1:pos:R:3:forces:R:3:lowdin_charge:R:1 method="wB97M-V/def2-TZVPD" molar_mass_g_mol=95.14 de_lowest_kj_mol=506.1 homo_energy_ev=-8.50
C 2.6303 0.7385 -0.3865 -0.050 -0.186 -0.095 -0.061
C -0.5944 1.5233 0.0085 -0.239 -0.409 -0.133 0.182
N 1.8622 -0.2415 -0.6126 0.213 0.347 0.118 -0.023
C 0.8546 -0.5025 0.4016 -0.124 -0.108 0.152 -0.235
C -0.4620 0.1054 -0.0639 0.391 0.383 0.006 -0.539
C -1.7538 -0.3862 0.6642 -0.294 -0.064 0.152 -0.068
C -1.4831 -0.7984 -0.7295 -0.129 -0.033 -0.121 -0.082
H 2.5887 1.3432 0.5283 -0.044 -0.102 -0.076 0.076
H 3.3757 1.0132 -1.1335 -0.081 -0.062 0.055 0.066
H -1.5428 1.7870 -0.5041 0.099 -0.048 0.112 0.017
H 1.1155 -0.0614 1.3756 -0.009 -0.024 -0.141 0.113
H 0.7574 -1.5882 0.5236 -0.007 0.145 -0.026 0.115
H -2.5474 0.3250 0.8700 0.141 -0.084 -0.060 0.104
H -1.5453 -1.0720 1.4805 0.028 0.113 -0.136 0.115
H -1.1621 -1.8212 -0.9065 0.003 0.167 0.048 0.111
H -2.0933 -0.3642 -1.5156 0.101 -0.035 0.147 0.109

Entry 2:
16
Properties=species:S:1:pos:R:3:forces:R:3:lowdin_charge:R:1 method="wB97M-V/def2-TZVPD" molar_mass_g_mol=95.14 de_lowest_kj_mol=295.5 homo_energy_ev=-9.44
C -1.6156 -0.7378 -0.4123 -0.023 0.021 -0.018 -0.052
C -0.1764 -1.1855 -0.5478 -0.081 -0.136 -0.088 -0.284
C 0.8897 -0.2723 -1.0475 0.091 -0.073 -0.301 -0.075
C 0.3826 1.8760 0.9553 -0.115 0.401 -0.124 -0.140
C 0.8789 -0.6819 0.4139 0.129 -0.007 0.129 -0.169
C 0.5614 0.4835 1.2247 -0.012 0.285 0.129 -0.353
N 0.4699 1.1186 2.3028 0.124 -0.321 -0.390 0.185
H -1.6957 0.2803 -0.0168 0.066 -0.169 -0.114 0.069
H -2.1203 -0.7595 -1.3829 0.034 -0.034 0.105 0.080
H -2.1583 -1.3957 0.2747 0.070 0.081 -0.114 0.083
H -0.0489 -2.2297 -0.8185 -0.051 0.068 0.114 0.134
H 1.7062 -0.6068 -1.6726 -0.176 -0.261 -0.071 0.105
H 1.2617 2.4319 0.6221 -0.199 0.152 0.306 0.090
H 0.5654 0.7485 -1.2452 0.240 -0.210 0.116 0.106
H -0.5767 2.2424 0.5914 0.042 0.093 0.373 0.080
H 1.6115 -1.3881 0.7937 -0.137 0.110 -0.053 0.142

Entry 3:
16
Properties=species:S:1:pos:R:3:forces:R:3:lowdin_charge:R:1 method="wB97M-V/def2-TZVPD" molar_mass_g_mol=95.14 de_lowest_kj_mol=492.8 homo_energy_ev=-8.72
C -0.7562 -1.9085 1.1332 0.148 -1.038 0.287 -0.048
C -0.8985 0.1466 0.7566 -0.085 1.230 0.711 -0.274
N -0.5809 -0.8433 1.7912 0.386 -1.086 -1.050 0.005
C 0.1469 1.1894 1.0500 -0.070 0.812 -0.118 -0.051
C 0.1837 0.4701 -0.2373 -0.079 0.097 -0.015 -0.396
C 1.1976 -0.1385 -1.1367 0.076 -0.130 0.077 -0.072
C 0.2339 0.9193 -1.6474 -0.163 0.079 -0.140 -0.081
H 0.0676 -2.5942 1.0310 -0.206 -1.420 0.902 0.077
H -1.6751 -2.0799 0.5704 0.209 0.123 -0.977 0.079
H -1.9257 0.3221 0.4220 0.159 0.294 0.499 0.148
H 0.8754 0.8424 1.7886 -0.477 0.356 -0.170 0.113
H -0.2483 2.1764 1.1802 0.405 0.735 -0.370 0.098
H 1.0446 -1.1560 -1.4947 -0.060 0.159 0.152 0.098
H 2.2471 0.1321 -1.0283 -0.253 -0.004 0.077 0.102
H 0.6378 1.9101 -1.8448 -0.095 -0.163 0.063 0.103
H -0.5499 0.6119 -2.3340 0.104 -0.043 0.074 0.099

Entry 4:
16
Properties=species:S:1:pos:R:3:forces:R:3:lowdin_charge:R:1 method="wB97M-V/def2-TZVPD" molar_mass_g_mol=95.14 de_lowest_kj_mol=345.5 homo_energy_ev=-9.05
C 1.1092 1.4615 0.0219 1.683 2.145 2.307 -0.117
C 2.8147 -0.0068 -0.0060 1.276 0.683 0.838 -0.278
C 3.4216 -1.1191 0.0695 0.332 -2.719 -0.347 0.018
C 0.2775 0.5438 -0.3384 -2.336 1.508 0.503 -0.163
C -1.9766 -0.2563 0.4667 -0.187 1.713 1.745 -0.112
C -1.1707 0.7617 -0.3272 0.006 -0.896 -1.254 -0.289
N 2.5057 1.1261 0.2159 -1.649 2.676 -0.583 0.110
H 0.8049 2.4597 0.4761 0.466 -1.418 -0.903 0.135
H 3.7935 -1.5449 -0.8434 0.322 -0.415 -0.025 0.056
H 3.2737 -1.7041 0.9738 0.299 -0.053 -0.202 0.072
H 0.5847 -0.3358 -0.7319 1.201 -2.838 -0.959 0.084
H -1.4189 -0.4240 1.4834 -1.213 -0.533 -2.018 0.115
H -2.1349 -1.0127 -0.2790 -0.179 -1.402 0.832 0.056
H -2.9753 0.2440 0.7155 1.212 -0.976 -0.313 0.088
H -1.3289 1.7099 0.1268 -0.509 1.240 -0.566 0.091
H -1.3906 0.5608 -1.4180 -0.723 1.285 0.945 0.134

Entry 5:
16
Properties=species:S:1:pos:R:3:forces:R:3:lowdin_charge:R:1 method="wB97M-V/def2-TZVPD" molar_mass_g_mol=95.14 de_lowest_kj_mol=272.5 homo_energy_ev=-8.59
C 1.8359 -0.5907 -0.1046 0.107 -0.112 0.028 -0.089
N 0.8522 0.4827 -0.1093 0.099 -0.100 -0.013 -0.143
C -0.1829 0.5322 0.9577 0.023 0.080 0.362 -0.256
C -0.9826 1.4184 -0.0406 -0.181 0.150 0.006 -0.068
C -0.3414 0.3732 -0.9959 -0.032 0.030 -0.361 -0.248
C -1.0479 -0.9143 -0.5104 0.007 -0.044 0.130 -0.055
C -0.9393 -0.8041 0.8132 -0.028 -0.061 -0.140 -0.047
H 1.4785 -1.5100 -0.5874 0.008 0.083 0.097 0.076
H 2.7454 -0.2580 -0.6149 -0.143 -0.061 0.035 0.074
H 2.1027 -0.8459 0.9266 0.013 0.076 -0.124 0.085
H 0.1259 0.8714 1.9497 -0.071 -0.054 -0.153 0.133
H -0.5613 2.4201 -0.1564 -0.048 -0.159 0.021 0.105
H -2.0709 1.4269 0.0465 0.172 -0.052 -0.005 0.107
H -0.2058 0.5362 -2.0677 -0.040 -0.008 0.172 0.132
H -1.5186 -1.6827 -1.1121 0.071 0.129 0.090 0.097
H -1.2898 -1.4555 1.6055 0.046 0.103 -0.146 0.098

Entry 6:
16
Properties=species:S:1:pos:R:3:forces:R:3:lowdin_charge:R:1 method="wB97M-V/def2-TZVPD" molar_mass_g_mol=95.14 de_lowest_kj_mol=74.3 homo_energy_ev=-7.59
C 1.6348 0.8027 -1.5057 0.158 0.057 -0.199 -0.053
C 0.5126 -0.1291 -1.1704 0.155 0.008 0.289 -0.341
C 0.6501 -1.3940 -0.6426 0.102 0.093 0.047 -0.070
C -0.2047 -1.4818 0.4908 -0.159 -0.032 0.094 -0.055
C -0.8769 -0.2831 0.5989 -0.036 -0.038 0.036 -0.325
C -1.7018 0.3276 1.6849 -0.143 -0.048 0.060 -0.037
N -0.4961 0.4820 -0.4644 0.085 0.083 0.200 0.069
H 1.9491 1.1557 -0.5120 0.271 0.160 -0.324 0.087
H 2.4891 0.2996 -1.9558 -0.123 0.036 -0.173 0.075
H 1.3518 1.6837 -2.0899 0.016 -0.193 -0.113 0.070
H 1.3948 -2.1173 -0.9536 -0.076 0.153 0.136 0.100
H -0.2417 -2.2919 1.2079 -0.144 0.051 -0.179 0.098
H -2.7426 -0.0039 1.6919 0.046 0.019 0.025 0.073
H -1.2517 0.0929 2.6549 -0.173 -0.028 -0.119 0.081
H -1.6864 1.4209 1.5869 -0.091 -0.224 0.026 0.074
H -0.7804 1.4362 -0.6218 0.112 -0.095 0.195 0.154

Entry 7:
16
Properties=species:S:1:pos:R:3:forces:R:3:lowdin_charge:R:1 method="wB97M-V/def2-TZVPD" molar_mass_g_mol=95.14 de_lowest_kj_mol=260.8 homo_energy_ev=-8.61
C 1.8459 -0.9007 1.0047 0.007 -0.144 -0.112 -0.060
C 0.6151 -0.4423 0.2987 -0.167 -0.145 0.130 -0.285
C 0.6141 0.6392 -0.7882 -0.093 -0.155 0.154 -0.109
C -0.7871 1.2286 -0.6287 -0.508 -0.250 -0.503 -0.198
C -1.5903 0.1698 -0.0014 -0.113 -0.240 0.462 -0.346
N -1.7259 0.2741 -1.4321 0.219 0.254 -0.036 0.069
C -0.6404 -0.8256 0.5601 0.209 0.068 0.270 -0.014
H 1.5652 -1.5491 1.8441 0.233 0.014 -0.279 0.078
H 2.3508 -0.0151 1.4216 -0.029 -0.262 -0.142 0.084
H 2.5452 -1.4094 0.3339 0.047 0.002 0.172 0.078
H 1.4767 1.3243 -0.8036 -0.460 -0.053 0.297 0.112
H 0.5631 0.1317 -1.7582 0.475 0.023 0.122 0.116
H -0.8345 2.2649 -0.2510 -0.784 -0.380 -0.987 0.140
H -2.4609 0.4753 0.5729 0.046 -0.194 0.185 0.136
H -2.7108 0.3687 -1.7026 0.606 1.231 0.095 0.092
H -0.9770 -1.6855 1.1336 0.310 0.229 0.171 0.107

Entry 8:
16
Properties=species:S:1:pos:R:3:forces:R:3:lowdin_charge:R:1 method="wB97M-V/def2-TZVPD" molar_mass_g_mol=95.14 de_lowest_kj_mol=352.3 homo_energy_ev=-9.26
C 0.6715 -2.8115 -0.3363 -0.108 -0.025 0.078 -0.102
C 0.0080 -1.7174 0.3838 -0.351 0.253 0.298 -0.089
C -0.5449 -0.7973 0.9418 0.220 -0.316 -0.181 -0.055
C -0.7878 0.6278 1.3068 -0.052 -0.378 0.046 -0.137
C 0.2963 1.2223 0.3835 0.417 -0.457 -0.565 -0.347
C -0.0604 1.4497 -1.0327 -0.237 -0.043 0.145 -0.162
N 0.5460 2.5383 -0.2402 -0.124 -0.116 0.198 0.022
H 0.7508 -2.5885 -1.4081 -0.124 -0.011 0.237 0.077
H 0.0929 -3.7293 -0.2144 0.126 -0.035 -0.099 0.073
H 1.6887 -2.9915 0.0316 -0.245 0.072 0.053 0.077
H -0.6671 0.7691 2.3898 0.249 0.146 -0.320 0.107
H -1.8261 0.9052 1.0720 0.427 0.168 -0.141 0.112
H 1.2063 0.6434 0.5423 -0.108 0.231 -0.095 0.128
H -1.1166 1.6468 -1.2110 0.185 -0.177 -0.165 0.104
H 0.4602 0.9293 -1.8370 0.078 0.350 0.214 0.105
H 1.5470 2.5245 -0.4579 -0.353 0.340 0.296 0.088

Q: Which gap between HOMO and LUMO values were calculated for the entries above? A: 8.76; 10.50; 9.50; 10.06; 9.77; 8.57; 9.75; 10.17, in eV.